# C35H59AsBaF6N2O9PSSe

A structure of composition C35H59AsBaF6N2O9PSSe at a distorted geometry (ωB97M-V/def2-TZVPD, the OMol25 dataset).

The geometry in ORCA input format:
```
! wB97M-V def2-TZVPD RIJCOSX def2/J DEFGRID3
* xyz -2 2
C 3.470 -2.750 4.261
C 2.627 -1.495 4.038
H 5.501 2.075 -4.418
H 3.557 3.501 -5.103
H 1.689 -1.681 5.999
H 1.384 5.974 -1.259
H 4.785 1.480 -5.934
H -4.375 -0.128 -2.022
H -5.845 -1.094 -2.249
H 4.446 0.656 -4.400
C 4.369 1.315 -0.688
F -2.108 2.436 -2.559
C -3.857 -0.832 0.573
C 2.204 -3.051 -2.167
H 2.607 -3.886 -2.753
O -1.534 0.696 -4.862
C 5.654 0.518 -0.725
C -4.203 -0.740 1.918
H -2.286 4.018 -0.558
N 0.732 -2.357 -5.027
H -3.002 -0.563 6.276
H -5.812 0.220 -1.057
H 3.874 1.212 0.280
H 0.377 3.787 -0.637
C -5.994 -2.172 0.218
H -5.983 -0.286 4.080
H -2.591 -1.657 4.937
H 2.844 5.139 -1.839
C -5.152 -0.714 4.645
Ba -0.719 0.691 -2.593
O 0.160 2.285 -4.157
C -3.448 -0.065 2.875
H 2.520 2.081 -5.118
H 3.761 -0.342 5.502
O 3.493 0.794 -1.690
H 0.771 -0.691 4.852
C 0.361 -1.198 -4.864
P 2.308 1.660 -2.372
H -4.278 1.568 5.819
C -5.221 -0.580 -1.510
H 0.844 -4.514 -0.300
H 2.908 -3.653 4.013
H -3.104 2.056 4.584
H 4.378 -2.733 3.655
F -1.620 4.701 -3.309
H 1.715 -2.522 -5.263
C 2.180 -1.348 2.585
H 2.428 5.106 -0.113
S -0.283 1.362 -5.188
H 2.206 -4.842 0.779
F -3.984 2.329 -4.093
O 3.175 2.756 -3.264
H 5.445 -0.535 -0.541
C 1.203 3.841 -1.348
O 0.824 -0.843 -1.326
H 0.779 -2.442 4.676
F -3.803 4.793 -4.622
C 2.109 -2.138 0.247
H -4.569 -3.208 -1.847
C -4.747 -1.567 -0.432
O -2.234 -0.248 -1.096
C 1.375 -0.272 2.205
H -5.736 -2.909 0.984
H -1.789 -0.094 5.071
H 2.254 -5.408 -0.901
H 6.345 0.876 0.041
H -2.749 2.909 0.526
H 3.125 -3.099 1.840
C -4.019 1.489 4.758
C 4.101 -3.406 -0.643
C -2.281 0.554 2.432
F -3.793 4.098 -2.348
O 0.882 0.011 -4.979
H -5.113 -1.226 2.238
H -6.624 -1.404 0.673
O 2.036 2.688 -1.132
C -3.843 0.019 4.350
H 0.793 3.838 -2.360
C -2.739 -0.611 5.214
H 1.130 -3.003 -2.317
H 4.569 -2.478 -0.975
C -1.888 0.473 1.112
C 4.610 1.628 -4.866
H -5.079 -1.775 4.399
N -2.327 3.829 0.439
H 4.468 -3.633 0.360
H -6.585 -2.678 -0.550
H -5.387 -0.628 5.710
C 3.401 2.521 -4.647
H 4.425 -4.211 -1.311
C -3.958 -2.712 -1.085
C 1.932 -4.589 -0.248
H 2.621 -2.116 -2.543
C 1.393 -1.582 4.949
H -3.676 -3.454 -0.333
C 0.932 -0.132 0.910
H -3.005 4.486 0.812
H 1.065 0.476 2.929
H 2.900 0.648 4.311
As -2.874 3.591 -3.751
F -2.060 3.335 -5.249
H 4.366 -0.211 3.836
C 2.020 5.096 -1.125
C 1.273 -1.045 -0.146
H 6.130 0.610 -1.704
C 3.464 -0.275 4.449
Se -0.265 1.329 0.513
O 0.005 1.706 -6.536
C 2.511 -2.245 1.578
H 3.765 -2.813 5.313
C -2.651 -0.218 0.125
H -4.813 1.951 4.169
C 2.571 -3.265 -0.697
H -3.052 -2.332 -1.551
H 4.559 2.375 -0.872
H -1.651 1.116 3.114
*
```

For the strongest force on any atom, the calculation gives 6.5 eV Å⁻¹. The expectation value of S² is 0.7544. The calculation puts the frontier orbital gap (spin up / spin down) at 6.11 / 6.08 eV. The energy above the lowest of the compared OMol25 structures with the same formula, charge and spin is 348.9 kJ/mol. The energy comes out at -221976.488 eV. The LUMO energy (spin up / spin down) comes out at 3.99 / 3.96 eV. For the highest occupied orbital energy (spin up / spin down), the calculation gives -2.12 / -2.12 eV.